# 1
This record from the Open Molecules 2025 dataset describes a structure of composition CH4O3. The level of theory is ωB97M-V/def2-TZVPD.

The energy above the lowest of the compared OMol25 structures with the same formula, charge and spin comes out at 480.28 kJ/mol.

XYZ file:
```
8
Properties=species:S:1:pos:R:3:forces:R:3
C 0.29114 -0.55565 -0.27552 1.1507 3.7135 -0.1334
O 1.60763 0.62262 0.02387 -2.7394 -3.1463 0.3258
O -1.63365 0.61466 0.26217 0.5796 -0.4251 -0.6325
O -0.79386 0.15623 -0.82806 1.1556 -0.4870 0.7505
H 0.81712 -1.02194 -1.08897 -0.2264 -0.6203 -0.0636
H -0.07022 -1.14313 0.60321 1.1586 0.7616 -0.4486
H 1.29011 1.37651 -0.47622 -0.3704 0.1710 -0.1964
H -2.22054 -0.14530 0.23971 -0.7083 0.0326 0.3981
```
Forces are in eV/Å.


# 2
This record from the Open Molecules 2025 dataset describes a structure of composition C24H13Br15F12N2. The level of theory is ωB97M-V/def2-TZVPD.

XYZ file:
```
66
Properties=species:S:1:pos:R:3:forces:R:3
F -0.50700 -0.92049 5.99858 -1.5241 -0.2787 0.3828
C -1.87628 -0.79904 5.92495 0.7443 1.0755 -1.3171
F -2.46397 -1.76912 6.68043 1.3677 0.9298 -0.6819
F -2.17844 0.45200 6.45279 1.1698 -1.6457 -0.1411
C -2.27879 -0.78379 4.41110 -1.6576 0.8039 -2.6929
C -3.37376 0.15751 3.90819 2.1099 -0.8314 -1.8661
C -3.67744 0.18391 2.48226 1.7442 -1.4582 1.3067
C -2.95454 -0.69086 1.56794 0.7237 -0.3936 0.8538
C -1.89914 -1.62088 1.98986 -2.0309 1.6890 2.2265
C -1.11695 -2.50718 0.98308 0.8543 0.4949 0.3611
F -0.08367 -3.12700 1.72202 -1.1787 0.4325 -0.9070
F -1.85055 -3.53479 0.43249 0.6247 1.2106 0.6246
C -0.39274 -1.59968 -0.07224 1.9556 1.0478 -0.4152
C 0.88612 -1.04492 0.35448 -1.5691 0.3405 -2.1958
C 1.64256 -0.13914 -0.54861 -2.5113 -1.1247 -0.7678
C 1.08870 0.14695 -1.84982 0.3821 -0.5059 1.0371
C 1.93421 1.12963 -2.75485 -0.1634 -1.6310 0.9293
F 2.00739 0.72656 -4.06457 -0.1990 0.8839 1.3218
F 3.24791 1.08843 -2.26171 -1.4413 0.5814 -0.7445
C 1.38164 2.59583 -2.55669 0.1639 0.1245 0.8899
F 0.08619 2.71774 -2.98281 1.8190 -0.0839 0.0077
F 1.35126 2.82709 -1.18078 0.2441 -0.2500 -1.6447
C 2.30583 3.74257 -3.14388 -0.9994 1.9952 0.1820
F 3.48663 3.88134 -2.44587 -2.3373 -0.3996 -0.9339
F 1.61876 4.92683 -2.91896 0.8960 -1.4408 -0.3722
F 2.50716 3.65445 -4.47975 0.1284 -0.2557 1.8089
C -0.22088 -0.40287 -2.33217 1.8843 0.4851 1.5211
N -0.64348 -0.01096 -3.59499 -2.5228 -2.2944 1.4751
C -1.82948 -0.58878 -3.87745 0.0950 0.6798 0.3368
C -2.60865 -1.47655 -2.96696 0.9560 0.4076 0.3839
N -2.20483 -1.81217 -1.72750 0.7028 1.5450 -2.4809
C -0.96309 -1.27243 -1.41845 0.8430 -0.0678 1.2153
C -1.59998 -1.62948 3.43640 -0.6872 0.6942 0.1235
H -3.96373 0.88468 4.56802 1.8606 -0.8358 -1.7971
H -4.44939 0.89819 2.11607 0.7721 -0.7932 0.2372
H -3.18755 -0.63697 0.47936 0.1520 -0.0667 0.9836
H 1.29891 -1.25912 1.36238 -0.4645 0.0766 -0.9434
H 2.59601 0.28354 -0.16217 -0.9279 -0.3056 -0.6967
H -2.27138 -0.37418 -4.90814 1.1897 0.5358 2.5938
H -3.58345 -1.88499 -3.33355 0.9933 0.4290 0.4781
H -0.80194 -2.30798 3.85875 -1.2732 1.4704 -1.1144
C 5.33954 6.54572 -1.00095 -0.0317 0.0269 -0.0695
Br 4.86074 8.14913 -0.02947 0.0811 -0.2129 -0.0949
Br 6.68956 6.89189 -2.34092 -0.4160 0.2125 0.3384
Br 5.86266 5.11367 0.18977 -0.0384 0.2046 -0.1479
H 4.44912 6.21385 -1.52524 0.1415 0.0424 0.0815
C 0.76633 -5.88584 4.51089 0.0307 -0.0821 0.0486
Br 2.17769 -6.15064 5.80699 -0.1633 0.0558 -0.1872
Br 0.04636 -4.09015 4.58861 0.5242 -1.1547 0.4885
Br 1.33519 -6.35142 2.72281 -0.0617 0.1138 0.2487
H -0.03959 -6.56253 4.77514 0.1156 0.1221 -0.0396
C -2.34258 -3.07508 -7.41294 -0.1356 -0.1380 -0.2385
Br -1.01562 -4.20539 -6.57884 -0.2360 0.1942 -0.0489
Br -3.78237 -4.10688 -8.19039 0.1932 0.1133 0.1288
Br -3.00043 -1.72575 -6.18615 -0.5084 -1.5156 -1.8149
H -1.85062 -2.55141 -8.22609 -0.0852 -0.0426 0.1492
C -6.17187 -0.36728 7.30801 0.1283 -0.2641 0.2032
Br -4.67025 -0.20110 6.09041 -3.8505 -0.4187 2.0441
Br -6.21403 1.07632 8.59543 0.0029 -0.1582 -0.2026
Br -7.84937 -0.53400 6.35825 0.2185 0.0629 0.1024
H -6.03144 -1.28710 7.86741 -0.0970 0.1505 -0.0454
C 7.44285 2.89183 -4.05487 -0.0219 -0.1606 0.0712
Br 8.59604 4.29063 -3.38381 0.0862 -0.4629 -0.2246
Br 5.65183 3.04778 -3.34016 1.2728 -0.1623 -0.5180
Br 7.44454 2.82115 -5.98860 -0.0187 0.0463 0.2426
H 7.84756 1.94872 -3.70253 -0.0196 0.1573 -0.0832
```
Forces are in eV/Å.


# 3
This record from the Open Molecules 2025 dataset describes a cluster of 7 separate species, C36H63BrF5O7P in total. The level of theory is ωB97M-V/def2-TZVPD.

Its structure (SMILES) is CCCCO[PH2](Br)C(F)(F)c1cccc(C(F)(F)F)c1.C1CCOC1.C1CCOC1.C1CCOC1.C1CCOC1.C1CCOC1.C1CCOC1. The energy above the lowest of the compared OMol25 structures with the same formula, charge and spin comes out at 641.19 kJ/mol.

XYZ file:
```
113
Properties=species:S:1:pos:R:3:forces:R:3
C 4.72034 -2.13606 0.80918 -0.7174 -0.5270 -1.0962
C 4.34585 -1.35321 -0.55880 -0.6864 0.6276 0.5650
C 4.97598 0.14329 -0.62586 -0.3051 -0.4343 -1.2494
C 3.86137 1.25903 -1.03501 2.0276 -0.9439 0.8073
O 2.84819 1.24228 -0.00481 -0.3721 0.1896 -2.1361
P 1.45579 2.17542 -0.44074 2.3863 0.7120 1.0173
Br -0.28323 3.62653 -0.88856 -0.3872 -0.1344 -0.3842
C 0.52527 1.33920 0.99777 -0.5231 -0.5762 1.9597
F -0.25268 2.34782 1.67628 1.5597 -2.3194 -1.1202
F 1.50730 0.91703 1.97521 -2.3915 0.7579 -1.7813
C -0.40956 0.12598 0.57902 -3.4815 -2.6482 -0.2449
C -1.90108 0.16842 1.07326 0.5008 -3.2805 -2.0028
C -2.90162 -1.01603 0.73248 3.5261 -0.6366 -1.4416
C -2.44198 -2.27173 -0.08853 2.8622 3.0274 0.6590
C -0.95274 -2.29927 -0.59497 -1.5634 2.7555 1.6738
C -0.37082 -3.53835 -1.42633 0.6066 -0.1379 1.7705
F -1.37715 -4.37811 -1.97116 2.6233 2.2247 0.7934
F 0.58836 -3.10358 -2.37349 -2.4852 -1.3729 1.6501
F 0.35762 -4.36932 -0.49625 -1.4903 1.5596 -2.3211
C 0.01118 -1.10553 -0.25077 -2.4413 -0.2566 0.6314
H 3.77621 -2.71296 1.14536 1.5504 0.9616 -0.3162
H 5.05041 -1.41867 1.63371 -0.3770 -1.1056 -1.1756
H 5.48913 -2.93204 0.53317 -0.7737 1.2385 0.7531
H 3.21028 -1.21830 -0.55004 1.4602 -0.1142 -0.0171
H 4.58127 -1.97094 -1.50561 -0.1003 1.0530 1.7374
H 5.72223 0.13263 -1.50039 -0.8065 0.2396 1.3869
H 5.53122 0.42336 0.33821 -1.0041 -0.3285 -1.4054
H 4.43669 2.26099 -1.06325 -1.1805 -1.2203 -0.0749
H 3.47576 0.99029 -2.08100 0.2286 0.4454 1.3783
H 1.47700 1.74436 -1.80386 -0.2538 0.0326 0.6867
H 2.23077 3.35768 -0.10941 -0.7564 -0.7060 -0.3641
H -2.31827 1.02998 1.68465 0.8130 -1.2910 -0.9703
H -4.00173 -1.02409 1.04951 1.9983 0.3541 -0.3069
H -3.15930 -3.14352 -0.31589 1.3326 1.6607 0.3972
H 1.06990 -1.19843 -0.65635 -1.5242 0.2653 0.7083
C -6.55723 0.63319 4.38521 -0.3788 -0.2986 0.1446
C -5.62587 1.61348 5.06125 0.0427 0.4939 0.0041
C -4.29727 0.88858 4.98647 0.2968 -0.2213 0.1421
O -4.32885 0.08383 3.79857 -0.2508 0.1659 0.1012
C -5.67133 0.05597 3.29954 0.1819 0.0084 -0.3475
H -7.46779 1.09055 3.99402 0.0781 -0.0289 -0.0050
H -6.84480 -0.15360 5.09061 -0.0170 0.0432 -0.0739
H -5.57862 2.54072 4.48072 0.0007 -0.0430 0.0752
H -5.91755 1.86485 6.08239 0.0488 -0.0314 -0.0672
H -4.16148 0.21820 5.84166 0.0217 0.0752 0.0494
H -3.44763 1.57396 4.94290 0.0034 -0.1195 -0.0703
H -5.70330 0.67110 2.39298 -0.1253 -0.0096 -0.0348
H -5.94372 -0.96915 3.03593 0.1032 0.0014 0.0089
C -2.62876 8.26409 -0.80742 0.1319 0.2255 0.4103
C -2.06246 8.14496 -2.20441 -0.1171 0.1773 -0.4278
C -1.61542 6.69694 -2.24061 0.2161 -0.2726 0.0639
O -2.49764 5.96826 -1.37593 -0.0119 0.4086 -0.0352
C -3.26784 6.90392 -0.60979 -0.2308 -0.2890 -0.0596
H -3.33487 9.08781 -0.68805 0.0304 -0.0732 0.0051
H -1.81525 8.40311 -0.08758 -0.0822 0.0074 -0.0246
H -2.85543 8.30989 -2.94145 0.0794 0.0086 0.0222
H -1.25247 8.84643 -2.41210 -0.0392 -0.0724 0.0071
H -0.59753 6.58528 -1.85216 0.0373 0.0322 -0.0904
H -1.65295 6.27133 -3.24615 -0.0242 -0.0827 0.1084
H -4.29345 6.88802 -0.99461 -0.0370 0.0571 0.0843
H -3.28414 6.59561 0.43805 0.0279 -0.0967 -0.0864
C -10.75677 0.50014 1.32054 -0.4414 -0.0775 -0.1605
C -9.54441 -0.34643 1.63794 0.2096 -0.1611 0.3794
C -8.59319 0.03465 0.52073 0.1164 0.0191 -0.3456
O -8.88946 1.39204 0.16811 -0.1816 -0.2066 0.2234
C -10.12304 1.77214 0.79263 0.1827 0.3056 0.0206
H -11.40877 0.67344 2.17847 0.0460 0.0125 -0.0678
H -11.34756 0.02177 0.53235 0.0080 0.0521 0.0740
H -9.12533 -0.04662 2.60430 -0.0166 -0.0672 -0.0501
H -9.75258 -1.41724 1.67396 0.0366 0.0720 -0.0161
H -8.75462 -0.58527 -0.36759 0.0519 -0.0886 0.0493
H -7.54441 -0.04732 0.81670 -0.0250 0.0937 -0.0834
H -9.88649 2.46533 1.60737 -0.1054 0.0288 0.0125
H -10.75754 2.28877 0.06915 0.1327 -0.0007 -0.0182
C 7.01202 -5.19709 -3.26295 0.0228 0.0508 -0.4803
C 7.99297 -5.16217 -2.11243 0.1853 -0.3149 0.2909
C 7.62643 -3.86169 -1.42473 0.0287 0.3454 0.0557
O 6.22369 -3.65738 -1.64416 0.3022 -0.3355 -0.2600
C 5.77278 -4.58721 -2.63853 -0.2901 -0.0379 0.2166
H 6.83892 -6.19763 -3.66296 -0.0123 0.0824 0.0229
H 7.37245 -4.56003 -4.07764 -0.0471 -0.0730 0.0190
H 7.80606 -6.00599 -1.44006 0.0552 0.0600 -0.0335
H 9.03818 -5.19947 -2.42424 -0.0738 0.0270 0.0368
H 8.16169 -3.01395 -1.86557 0.0868 -0.0279 0.0474
H 7.83095 -3.88254 -0.35155 -0.1090 0.0725 -0.0394
H 5.16679 -5.34826 -2.13484 -0.0461 -0.0316 -0.0994
H 5.14583 -4.06966 -3.36860 -0.0009 0.0692 0.1141
C 2.09312 -5.31098 -6.61967 -0.3491 -0.2938 0.1494
C 3.04730 -4.33953 -5.96175 0.0473 0.4773 0.0434
C 4.36530 -5.08335 -6.05116 0.2230 -0.2531 0.0421
O 4.30584 -5.89258 -7.23288 -0.2437 0.1627 0.1594
C 2.95543 -5.90618 -7.71520 0.1647 0.0066 -0.3170
H 1.18327 -4.84377 -7.00040 0.0709 -0.0442 0.0093
H 1.80537 -6.08979 -5.90565 -0.0198 0.0550 -0.0681
H 3.09898 -3.41588 -6.54773 0.0102 -0.0403 0.0761
H 2.77326 -4.07897 -4.93768 0.0310 -0.0246 -0.0575
H 4.50379 -5.75145 -5.19405 0.0167 0.0703 0.0759
H 5.22376 -4.40953 -6.11001 0.0179 -0.1075 -0.0623
H 2.91834 -5.29654 -8.62461 -0.0963 -0.0379 -0.0201
H 2.66594 -6.92832 -7.96917 0.1301 0.0293 0.0023
C 2.43516 2.34463 5.39600 -0.3444 -0.2745 0.1457
C 3.38086 3.31863 6.06301 0.0367 0.4603 0.0299
C 4.70183 2.57830 5.98647 0.2495 -0.2646 0.0358
O 4.65562 1.76899 4.80433 -0.2225 0.1931 0.2138
C 3.30901 1.75175 4.30893 0.1605 -0.0170 -0.3473
H 1.52776 2.80951 5.00647 0.0694 -0.0555 -0.0125
H 2.14255 1.56502 6.10739 -0.0184 0.0475 -0.0667
H 3.43568 4.24235 5.47734 0.0059 -0.0392 0.0726
H 3.09655 3.57858 7.08434 0.0488 -0.0209 -0.0590
H 4.83395 1.91084 6.84494 0.0179 0.0838 0.0783
H 5.55909 3.25397 5.93562 0.0054 -0.1065 -0.0583
H 3.27896 2.36105 3.39951 -0.1038 -0.0745 -0.0228
H 3.02438 0.72944 4.05235 0.1357 0.0619 -0.0217
```
Forces are in eV/Å.


# 4
This record from the Open Molecules 2025 dataset describes a structure of composition C6H12NO. The level of theory is ωB97M-V/def2-TZVPD.

The energy above the lowest of the compared OMol25 structures with the same formula, charge and spin comes out at 331.46 kJ/mol. Its charge is +1.

XYZ file:
```
20
Properties=species:S:1:pos:R:3:forces:R:3
C 1.75879 -1.28107 0.05452 0.4776 3.9195 -3.2876
C 0.25740 -1.18136 -0.41281 4.4389 1.1481 0.9493
C 0.69678 1.16905 -0.76023 0.0558 2.8134 -1.7680
C 1.57571 0.13905 0.72467 0.2900 -1.2100 -1.6646
C -2.32000 0.51689 -0.13073 -0.2940 0.2885 2.4977
C -1.20710 0.21464 0.87980 -1.4217 4.1706 -0.9234
N 0.07026 0.14861 0.18483 1.9953 0.5703 -0.0649
O 1.92221 1.23787 -0.04226 -0.8221 0.1364 -0.3933
H 2.01361 -1.98855 0.72641 0.3447 -2.5481 2.1760
H 2.62227 -1.25684 -0.73773 -1.8803 0.0546 1.2618
H 0.07975 -1.14733 -1.40379 -0.6047 -0.2177 -3.2912
H -0.27508 -1.86673 0.06512 -2.5737 -2.8637 1.8761
H 0.99397 0.82151 -1.83084 -1.4735 0.1837 1.7294
H 0.15832 2.21611 -0.78171 0.9214 -2.1911 0.0694
H 1.93591 0.35544 1.67837 -0.2530 -0.3109 2.1689
H -1.98197 1.30477 -0.77164 -0.6391 1.2558 0.1158
H -2.31565 -0.27046 -0.75764 -0.7201 -2.9767 -2.3333
H -3.32064 0.55011 0.42420 1.4692 0.5568 -1.1600
H -1.28132 -0.70464 1.29638 -0.6541 -2.5889 1.6950
H -1.38318 1.02293 1.59508 1.3434 -0.1909 0.3470
```
Forces are in eV/Å.


# 5
This record from the Open Molecules 2025 dataset describes the molecule C4H7NO2. The level of theory is ωB97M-V/def2-TZVPD.

The energy above the lowest of the compared OMol25 structures with the same formula, charge and spin comes out at 532.61 kJ/mol.

XYZ file:
```
14
Properties=species:S:1:pos:R:3:forces:R:3
O -1.08440 0.36631 0.85509 0.0499 -0.0328 0.0324
C -1.29499 -0.02902 -0.73360 -0.0337 -0.3267 -0.0051
C -0.00508 1.33151 0.85851 -0.0626 0.1985 0.0767
O 1.22981 0.71829 0.95798 -0.0201 -0.0641 0.0019
C 1.72627 -0.02446 -0.11579 -0.0168 -0.2230 -0.2462
N 1.14978 -0.77373 -0.93507 0.0998 0.3224 0.2447
C -0.27405 -1.10964 -0.94845 -0.0422 -0.0698 -0.1123
H -0.84302 -0.38382 1.43889 -0.0681 0.2173 -0.1542
H -2.28043 -0.51035 -0.64996 0.1200 0.0067 -0.0477
H -0.15121 1.84273 -0.09423 0.0230 0.0113 0.1713
H -0.13637 1.97040 1.73143 0.1229 -0.1074 -0.0046
H 2.81214 0.07495 -0.11133 -0.1713 -0.0100 -0.0385
H -0.50704 -1.46699 -1.95971 0.0482 -0.0810 0.1225
H -0.34140 -2.00618 -0.29377 -0.0491 0.1585 -0.0408
```
Forces are in eV/Å.


| no. | HOMO-LUMO gap (eV) | electronic energy (eV) | strongest force on any atom (Eh/bohr) |
| --- | --- | --- | --- |
| 1 | 11.11 | -7239.6735 | 0.0814 |
| 2 | 8.08 | -1111319.8358 | 0.0852 |
| 3 | 8.86 | -145596.4100 | 0.0852 |
| 4 | 12.16 | -9943.6695 | 0.0999 |
| 5 | 8.12 | -9841.7595 | 0.0081 |